# 1
{"formula": "C4H10NO3PS2", "method": "ωB97M-V with the def2-TZVPD basis set", "symbols": ["C", "C", "C", "C", "N", "O", "O", "O", "P", "S", "S", "H", "H", "H", "H", "H", "H", "H", "H", "H", "H"], "coordinates": [[-0.6692, -0.6103, -1.4450], [2.3535, 1.7716, 0.4141], [0.7564, -2.0227, 1.1477], [0.6702, 0.1314, 0.4639], [-0.0326, 0.1001, -2.3796], [-1.6507, -1.2431, -1.2903], [1.2330, 1.1281, -0.1917], [1.5518, -0.8655, 0.8808], [-3.3662, -0.3658, 0.4613], [-0.6369, 0.6217, 1.6780], [-2.1768, 1.4308, 0.5587], [1.9723, 1.9961, 1.3692], [2.6710, 2.7768, -0.0312], [3.0396, 0.9170, 0.3610], [0.9900, -2.5213, 0.1912], [-0.2651, -1.7764, 1.4982], [1.3673, -2.5398, 1.8758], [0.8318, 0.5461, -2.1961], [-0.6384, 0.7698, -2.8125], [-4.5321, 0.3285, 0.3377], [-3.4690, -0.5731, -0.8912]], "homo_lumo_gap_ev": [7.53, 7.53], "e_above_lowest_kj_mol": 406.0, "energy_ev": -42897.3187}



# 2
{"formula": "CHIS2", "method": "ωB97M-V with the def2-TZVPD basis set", "symbols": ["C", "S", "S", "I", "H"], "coordinates": [[1.9789, 0.0633, 0.0380], [1.2193, -1.0835, -0.7040], [2.6759, 1.3433, 0.5283], [-3.6259, -0.0064, -0.2405], [-2.2482, -0.3167, 0.3782]], "homo_lumo_gap_ev": 9.56, "e_above_lowest_kj_mol": 11.9, "energy_ev": -30823.8912}



# 3
{"formula": "CH12InO9", "method": "ωB97M-V with the def2-TZVPD basis set", "symbols": ["In", "C", "O", "O", "O", "O", "H", "H", "O", "H", "H", "O", "H", "H", "O", "H", "H", "O", "H", "H", "O", "H", "H"], "coordinates": [[-0.1487, -0.1620, 0.0093], [-2.2687, -1.2220, 0.4933], [-1.0657, -1.7360, 0.5083], [-2.9027, -1.4540, 1.5473], [-2.1927, -0.0750, -0.0897], [0.7993, -0.4440, 1.9453], [1.7813, -0.5640, 2.0053], [0.5653, -0.8220, 2.8273], [1.6183, 0.9050, -0.4197], [2.1273, 1.4730, 0.2023], [2.1643, 0.8310, -1.2527], [-0.2327, -0.6870, -2.0487], [0.1783, -1.3920, -2.5187], [-0.9947, -0.4750, -2.6097], [1.5233, -1.8630, -0.2707], [1.4163, -2.4180, 0.5373], [2.4103, -2.0700, -0.5607], [-0.5157, 1.7340, 1.3013], [-0.8627, 2.5610, 0.9223], [-0.2727, 1.9510, 2.2123], [-0.8637, 1.6930, -1.4137], [-1.7947, 1.8810, -1.3877], [-0.4687, 2.3560, -1.9387]], "homo_lumo_gap_ev": 6.46, "e_above_lowest_kj_mol": 34.2, "charge": 1, "energy_ev": -24825.5898}



# 4
{"formula": "C30H33ClN6O2W", "method": "ωB97M-V with the def2-TZVPD basis set", "symbols": ["W", "C", "C", "N", "C", "C", "N", "C", "C", "N", "C", "C", "N", "C", "C", "C", "C", "C", "C", "C", "N", "H", "H", "H", "H", "H", "H", "H", "H", "H", "H", "H", "H", "H", "H", "H", "H", "H", "H", "H", "H", "H", "H", "H", "Cl", "C", "C", "C", "C", "C", "C", "C", "H", "H", "H", "H", "H", "H", "O", "C", "N", "C", "O", "C", "C", "C", "C", "C", "C", "H", "H", "H", "H"], "coordinates": [[0.5380, 0.6112, 0.4573], [4.8620, 0.0403, 1.2848], [3.5214, 0.3778, 0.7191], [2.4242, 0.5221, 1.4343], [2.5145, 0.3428, 2.8897], [1.3168, -0.4490, 3.3757], [0.1036, -0.0545, 2.6110], [-0.7362, 0.9252, 3.3578], [-0.1589, 2.3019, 3.1478], [-0.0215, 2.4990, 1.6861], [-1.2825, 3.0487, 1.1133], [-1.1807, 3.1033, -0.4114], [-0.0882, 2.2243, -0.8226], [0.4458, 2.3046, -2.0047], [-0.0616, 3.1621, -3.1126], [1.6773, 1.5583, -2.0955], [2.5707, 1.5703, -3.1469], [3.8518, 1.0542, -2.9651], [4.2324, 0.6361, -1.7065], [3.3012, 0.6267, -0.6682], [2.0073, 0.9793, -0.8981], [5.1693, 0.7614, 2.0429], [5.6210, 0.0366, 0.5092], [4.8543, -0.9519, 1.7406], [2.5588, 1.3303, 3.3511], [3.4261, -0.1767, 3.1732], [1.1571, -0.2875, 4.4418], [1.4850, -1.5125, 3.2357], [-0.4639, -0.8861, 2.4668], [-0.7620, 0.6643, 4.4163], [-1.7511, 0.8601, 2.9716], [0.8206, 2.4047, 3.6099], [-0.8065, 3.0651, 3.5823], [0.7185, 3.1739, 1.5145], [-1.4676, 4.0404, 1.5280], [-2.0940, 2.3974, 1.4271], [-0.9678, 4.1185, -0.7493], [-2.1244, 2.7930, -0.8659], [-1.1341, 3.3253, -3.0353], [0.1412, 2.7006, -4.0771], [0.4372, 4.1347, -3.1008], [2.2869, 2.0139, -4.0908], [4.5591, 1.0504, -3.7816], [5.2515, 0.3306, -1.5196], [1.4684, -2.5234, -2.5372], [0.2451, -3.0945, -1.4334], [-0.6356, -4.0610, -1.8930], [-1.6249, -4.5476, -1.0533], [-1.7143, -4.0767, 0.2485], [-0.8145, -3.1213, 0.6921], [0.1829, -2.5932, -0.1314], [1.1296, -1.5588, 0.3813], [-0.5350, -4.4327, -2.9038], [-2.3085, -5.3056, -1.4109], [-2.4661, -4.4671, 0.9213], [-0.8715, -2.7995, 1.7291], [2.0350, -1.5540, -0.2321], [1.4580, -1.8711, 1.3703], [-0.3101, -0.2327, -1.3376], [-1.4700, -0.3628, -0.8593], [-1.6144, 0.1274, 0.3771], [-2.9457, -0.1259, 0.7937], [-3.4054, 0.1839, 1.8602], [-3.6194, -0.8186, -0.3512], [-4.9030, -1.2979, -0.4674], [-5.2389, -1.9224, -1.6712], [-4.3172, -2.0550, -2.7033], [-3.0153, -1.5700, -2.5780], [-2.6976, -0.9532, -1.3875], [-5.6180, -1.1977, 0.3380], [-6.2387, -2.3133, -1.8038], [-4.6158, -2.5465, -3.6192], [-2.2914, -1.6802, -3.3741]], "homo_lumo_gap_ev": 6.88, "e_above_lowest_kj_mol": 0.0, "charge": 2, "energy_ev": -59019.1721}



# 5
{"formula": "C6H10", "method": "ωB97M-V with the def2-TZVPD basis set", "symbols": ["C", "C", "C", "C", "C", "C", "H", "H", "H", "H", "H", "H", "H", "H", "H", "H"], "coordinates": [[-0.5453, 0.7037, -1.7327], [-1.4087, 1.3087, -0.6623], [-0.6378, 0.0451, -0.3842], [0.5540, 0.0309, 0.5319], [0.5596, -0.8702, 1.7375], [1.4522, -1.1789, 0.5695], [0.3843, 1.2126, -1.9754], [-1.0310, 0.2288, -2.5805], [-1.0765, 2.2371, -0.2036], [-2.4867, 1.2370, -0.7822], [-1.2412, -0.8619, -0.3420], [1.0397, 1.0017, 0.6336], [1.0330, -0.5378, 2.6577], [-0.3152, -1.4968, 1.8910], [2.5212, -1.0384, 0.7105], [1.1984, -2.0215, -0.0688]], "homo_lumo_gap_ev": 10.83, "smiles": "C1CC1C1CC1", "e_above_lowest_kj_mol": 131.7, "energy_ev": -6382.4947}



# 6
{"formula": "C4HNO", "method": "ωB97M-V with the def2-TZVPD basis set", "symbols": ["C", "C", "C", "C", "H", "N", "O"], "coordinates": [[0.5204, -0.1517, -0.1533], [-0.5350, -1.0876, 0.2764], [-1.4794, -1.8407, 0.2779], [0.1510, 1.2932, 0.0256], [-2.0448, -2.7894, 0.4123], [-0.3701, 2.3685, 0.2363], [1.5867, -0.3836, -0.5783]], "homo_lumo_gap_ev": 10.52, "smiles": "C#CC(=O)C#N", "e_above_lowest_kj_mol": 66.0, "energy_ev": -7697.8854}



# 7
{"formula": "C4H10O2", "method": "ωB97M-V with the def2-TZVPD basis set", "symbols": ["C", "C", "C", "O", "C", "O", "H", "H", "H", "H", "H", "H", "H", "H", "H", "H"], "coordinates": [[-1.3285, -0.9772, -0.4873], [-0.1974, -0.1508, 0.1486], [-0.4410, 1.3851, 0.0080], [-0.1385, -0.5295, 1.5262], [1.2034, -0.4380, -0.4017], [2.1188, 0.2630, 0.4330], [-0.9506, -1.8680, -1.0028], [-1.9823, -1.3222, 0.3192], [-1.9362, -0.4059, -1.1955], [-0.9445, 1.6029, -0.9354], [-1.0412, 1.7681, 0.8369], [0.4767, 1.9941, -0.0255], [0.8013, -0.6605, 1.7265], [1.4525, -1.5025, -0.3060], [1.3074, -0.1474, -1.4559], [1.6001, 0.9889, 0.8116]], "homo_lumo_gap_ev": 11.17, "smiles": "CC(C)(O)CO", "e_above_lowest_kj_mol": 90.0, "energy_ev": -8404.6142}



# 8
{"formula": "CH4N2O2", "method": "ωB97M-V with the def2-TZVPD basis set", "symbols": ["N", "N", "C", "O", "O", "H", "H", "H", "H"], "coordinates": [[-0.9605, -0.0979, 0.5691], [0.3718, 1.0474, 0.0469], [-0.1522, -0.1752, -0.7325], [-0.5051, -1.0567, 1.3139], [0.6056, -1.2001, -0.7742], [0.1827, -1.5560, 0.6031], [1.1885, 0.8974, 0.6242], [0.0064, 1.9827, -0.0576], [-0.7371, 0.1584, -1.5929]], "homo_lumo_gap_ev": 10.31, "e_above_lowest_kj_mol": 345.5, "energy_ev": -8173.1049}



# 9
{"formula": "C27H45ClN5OTc", "method": "ωB97M-V with the def2-TZVPD basis set", "symbols": ["Tc", "Cl", "C", "C", "N", "H", "N", "H", "C", "C", "C", "H", "H", "H", "H", "H", "H", "C", "H", "H", "H", "C", "C", "H", "H", "C", "H", "C", "H", "H", "H", "H", "H", "C", "H", "C", "N", "H", "N", "H", "C", "C", "C", "H", "H", "H", "H", "H", "H", "C", "H", "H", "H", "C", "C", "H", "H", "C", "H", "C", "H", "H", "H", "H", "H", "C", "H", "C", "O", "N", "C", "C", "C", "C", "C", "H", "H", "H", "H", "H"], "coordinates": [[-0.0464, -0.7002, -0.2982], [-0.3988, 0.0589, 1.8344], [1.0680, -4.5809, 0.4325], [-0.1595, -2.7086, 0.0539], [0.4752, -3.4984, 1.0256], [0.9514, -5.2337, -1.6829], [0.0435, -3.4106, -1.1138], [1.7016, -5.2881, 0.9498], [0.3511, -3.3676, 2.4857], [0.5461, -4.7054, 3.1877], [1.3972, -2.4208, 3.0477], [1.5813, -5.0689, 3.1428], [0.2955, -4.5516, 4.2467], [-0.1448, -5.4696, 2.8192], [-1.2141, -2.8832, 3.8856], [-1.8031, -3.5400, 2.3430], [1.1646, -1.3986, 2.7436], [-1.0557, -2.8901, 2.8029], [2.4027, -2.6693, 2.6906], [1.3651, -2.4608, 4.1469], [-1.1928, -1.8576, 2.4729], [0.7163, -4.5696, -0.8715], [0.8243, -2.7893, -3.3513], [1.3982, -3.7124, -3.5196], [0.4669, -2.4169, -4.3244], [-0.3945, -3.0186, -2.4567], [-1.7022, -1.5409, -3.2613], [-1.1906, -4.1845, -3.0404], [-2.0202, -4.4688, -2.3839], [1.5071, -2.0427, -2.9253], [-0.5738, -0.8618, -2.0665], [-0.5797, -5.0808, -3.2296], [-1.6238, -3.8693, -3.9976], [-1.2345, -1.7798, -2.2985], [-2.0577, -1.9864, -1.6070], [-1.6751, 5.5037, 0.4600], [-1.0668, 4.2903, 0.7191], [-2.5801, 6.2242, -1.3932], [-1.7167, 4.2311, -1.3196], [-1.7621, 6.2921, 1.1804], [-0.6909, 3.9087, 2.0976], [-0.3201, 5.1398, 2.9151], [-1.8906, 3.1851, 2.7188], [-1.1651, 5.8056, 3.1164], [0.0798, 4.8171, 3.8884], [0.4776, 5.7054, 2.4212], [0.7742, 2.6626, 3.0370], [1.3913, 3.5916, 1.6420], [-2.0753, 2.2378, 2.1999], [0.5351, 3.0339, 2.0322], [-2.7911, 3.8110, 2.6631], [-1.7072, 2.9616, 3.7767], [0.3448, 2.1759, 1.3903], [-2.0823, 5.4667, -0.8190], [-3.5444, 3.0591, -2.4144], [-4.2674, 3.7189, -1.9181], [-3.9776, 2.7549, -3.3748], [-2.2060, 3.7673, -2.6330], [-1.6120, 2.3543, -4.1213], [-2.3947, 4.9560, -3.5741], [-1.4765, 5.5474, -3.6603], [-3.4005, 2.1597, -1.8040], [-0.9003, 2.0429, -2.5083], [-3.2164, 5.6195, -3.2789], [-2.6282, 4.5853, -4.5829], [-1.1840, 2.8203, -3.2242], [-0.2922, 3.3727, -3.5332], [-1.1218, 3.4678, -0.3618], [1.8200, -0.7753, -0.5477], [2.9629, -1.2728, 0.0399], [3.5153, -2.4154, -0.4502], [4.6580, -2.9418, 0.1359], [5.3328, -2.1651, 1.0828], [4.7822, -0.9532, 1.5182], [3.5624, -0.5221, 1.0068], [3.0041, -2.9007, -1.2792], [5.0076, -3.9393, -0.1607], [6.3148, -2.4738, 1.4398], [5.2606, -0.3398, 2.2845], [3.0577, 0.3962, 1.3100]], "homo_lumo_gap_ev": [1.48, 4.13], "s_squared": 6.142, "e_above_lowest_kj_mol": 12.1, "charge": -2, "spin_multiplicity": 5, "energy_ev": -52940.5025}



# 10
{"formula": "C4H9NO", "method": "ωB97M-V with the def2-TZVPD basis set", "symbols": ["C", "N", "C", "C", "O", "C", "H", "H", "H", "H", "H", "H", "H", "H", "H"], "coordinates": [[-1.9739, 0.0239, 0.2971], [-0.5323, 0.0236, 0.3186], [0.3616, -1.0948, 0.0136], [1.4282, -0.0577, -0.4185], [2.4536, 0.1917, 0.5074], [0.2824, 0.9780, -0.4244], [-2.3591, -0.8673, 0.8067], [-2.3313, 0.8931, 0.8607], [-2.4427, 0.0607, -0.7052], [0.0604, -1.7691, -0.8066], [0.6425, -1.6896, 0.8935], [1.9214, -0.2419, -1.3748], [2.0349, 0.4645, 1.3352], [0.5084, 1.9045, 0.1176], [-0.0688, 1.2301, -1.4408]], "homo_lumo_gap_ev": 9.51, "smiles": "CN1CC(O)C1", "e_above_lowest_kj_mol": 215.7, "energy_ev": -7830.0841}



# 11
{"formula": "C5H3ClFN4", "method": "ωB97M-V with the def2-TZVPD basis set", "symbols": ["C", "H", "Cl", "C", "C", "N", "C", "N", "C", "N", "N", "H", "H", "F"], "coordinates": [[-0.0133, -0.8225, 0.0656], [1.3492, 0.7204, 0.8238], [-2.5246, 1.0390, 2.3723], [0.7272, 0.5322, -0.0835], [-0.1049, -1.2311, 1.4757], [-0.0815, -1.6149, 2.5618], [-1.3365, -0.8369, -0.5838], [-2.3396, -0.8435, -1.1510], [-0.2726, 1.6079, -0.1691], [-1.0201, 2.4853, -0.2320], [1.6331, 0.4945, -1.1887], [1.0963, 0.7184, -2.0359], [2.1347, -0.3839, -1.2610], [0.7525, -1.8648, -0.5942]], "homo_lumo_gap_ev": 6.51, "charge": -1, "energy_ev": -26433.6837}



# 12
{"formula": "C27H46BrCaNP2S", "method": "ωB97M-V with the def2-TZVPD basis set", "symbols": ["N", "C", "C", "C", "C", "C", "C", "Ca", "P", "C", "C", "C", "C", "C", "C", "C", "Br", "H", "H", "H", "H", "H", "H", "H", "H", "H", "H", "P", "C", "C", "H", "H", "H", "H", "H", "C", "C", "H", "H", "H", "H", "H", "C", "C", "H", "H", "H", "H", "H", "C", "C", "H", "H", "H", "H", "H", "C", "C", "H", "H", "H", "H", "H", "C", "C", "H", "H", "H", "H", "H", "C", "S", "C", "H", "H", "H", "H", "H", "H"], "coordinates": [[4.3580, 3.1681, -8.2939], [4.9439, 2.0775, -7.7891], [4.2979, 1.1978, -6.9037], [2.9583, 1.4582, -6.5122], [2.3696, 2.6339, -7.0653], [3.1005, 3.4374, -7.9429], [2.2339, 0.6462, -5.5472], [0.9475, -1.1941, -4.0703], [-4.2271, -2.7287, -0.0822], [0.8537, 0.8343, -5.3133], [0.3493, 1.4052, -4.0525], [-1.0376, 1.3946, -3.7335], [-1.4567, 1.5648, -2.4340], [-0.5642, 1.8933, -1.3845], [0.8049, 1.9533, -1.7178], [1.2538, 1.7146, -3.0129], [-0.1216, -1.2692, -1.5935], [2.8263, -0.0694, -4.9236], [0.1426, 0.7118, -6.1486], [4.8699, 0.3420, -6.5467], [1.3617, 2.9571, -6.8211], [5.9750, 1.8984, -8.1188], [2.6465, 4.3277, -8.3847], [-1.7670, 1.2416, -4.5358], [2.3158, 1.8513, -3.2411], [-2.5239, 1.4474, -2.2162], [1.5659, 2.1001, -0.9364], [-1.1486, 2.7193, 0.1764], [-2.8077, -3.4366, -0.9646], [-3.2640, -4.7690, -1.5800], [-1.9927, -3.5937, -0.2396], [-2.4389, -2.7176, -1.7087], [-2.3851, -5.3274, -1.9113], [-3.8038, -5.3761, -0.8402], [-3.9238, -4.5977, -2.4376], [-4.8960, -1.2470, -0.9215], [-6.3589, -0.9911, -0.5225], [-4.8138, -1.4376, -2.0013], [-4.2462, -0.3967, -0.6676], [-6.8120, -0.2770, -1.2168], [-6.9527, -1.9130, -0.5506], [-6.4354, -0.5773, 0.4889], [-3.5402, -2.0268, 1.4734], [-3.8777, -2.8851, 2.7042], [-3.9779, -1.0199, 1.5983], [-2.4501, -1.9182, 1.3378], [-3.5237, -2.3574, 3.5995], [-4.9621, -3.0353, 2.8042], [-3.4014, -3.8748, 2.6626], [-0.6435, 2.1047, 1.8065], [-0.6695, 3.1561, 2.9295], [0.3635, 1.6514, 1.7168], [-1.3362, 1.2842, 2.0658], [0.2778, 3.7019, 2.9975], [-1.4864, 3.8872, 2.8203], [-0.8288, 2.6346, 3.8825], [-2.9451, 2.8955, 0.1704], [-3.3963, 3.6804, -1.0548], [-3.2058, 3.4320, 1.0932], [-3.4205, 1.9103, 0.2588], [-3.1422, 4.7442, -0.9628], [-2.9289, 3.3306, -1.9767], [-4.4802, 3.6067, -1.1790], [-0.5751, 4.4092, -0.1414], [0.9167, 4.6795, 0.0186], [-1.1841, 5.0827, 0.4841], [-0.8565, 4.5676, -1.1942], [1.4493, 4.4694, -0.9184], [1.0705, 5.7464, 0.2405], [1.3715, 4.0908, 0.8277], [3.6520, 0.1277, 1.3625], [2.3937, -0.9110, 0.6052], [2.1740, -2.0785, 1.9380], [3.4830, 1.1566, 1.0152], [4.6344, -0.2302, 1.0238], [3.5719, 0.0847, 2.4567], [2.8701, -2.9070, 1.8062], [2.3092, -1.5971, 2.9108], [1.1581, -2.4776, 1.8528]], "homo_lumo_gap_ev": [3.20, 3.19], "e_above_lowest_kj_mol": 67.7, "charge": 2, "energy_ev": -148114.2808}



Calculated maximum force in order - 5.0; 1.5; 7.5; 0.3; 0.2; 6.7; 0.6; 0.9; 4.0; 0.3; 1.8; 2.2 eV Å⁻¹